53
Properties=species:S:1:pos:R:3 method="wB97M-V/def2-TZVPD" smiles="COCCCNC(=S)N(CCO)Cc1cc2cc3c(cc2[nH]c1=O)OCCO3" fmax_ev_per_a=0.90 e_homo_ev=-7.230 de_lowest_kj_mol=178.7
C 2.584 -4.008 -5.065
O 2.007 -2.776 -4.712
C 2.863 -1.920 -3.984
C 3.066 -2.327 -2.518
C 1.744 -2.744 -1.854
N 0.651 -1.872 -2.197
C 0.468 -0.667 -1.622
S 1.343 -0.240 -0.269
N -0.437 0.176 -2.161
C -1.044 -0.041 -3.460
C -2.311 -0.922 -3.403
O -3.308 -0.355 -2.607
C -0.813 1.394 -1.462
C -0.974 1.242 0.027
C -0.612 2.233 0.881
C -0.765 2.106 2.289
C -0.348 3.084 3.197
C -0.480 2.893 4.556
C -1.067 1.709 5.043
C -1.469 0.724 4.158
C -1.319 0.911 2.789
N -1.735 -0.037 1.892
C -1.656 0.058 0.530
O -2.165 -0.820 -0.163
O -1.263 1.492 6.379
C -1.115 2.651 7.171
C 0.123 3.432 6.735
O -0.028 3.873 5.404
H 1.851 -4.526 -5.681
H 2.814 -4.621 -4.187
H 3.504 -3.860 -5.642
H 3.839 -1.845 -4.484
H 2.383 -0.938 -4.027
H 3.480 -1.469 -1.988
H 3.775 -3.152 -2.438
H 1.462 -3.750 -2.171
H 1.867 -2.732 -0.769
H 0.237 -2.056 -3.098
H -0.318 -0.485 -4.148
H -1.322 0.937 -3.860
H -2.718 -1.007 -4.415
H -2.050 -1.924 -3.040
H -3.033 -0.486 -1.676
H -0.065 2.176 -1.651
H -1.773 1.715 -1.879
H -0.140 3.127 0.500
H 0.098 3.999 2.844
H -1.904 -0.180 4.553
H -2.163 -0.884 2.248
H -1.028 2.310 8.204
H -2.002 3.290 7.066
H 0.262 4.326 7.343
H 1.007 2.785 6.819

***

17
Properties=species:S:1:pos:R:3 method="wB97M-V/def2-TZVPD" smiles="C=C=C1CC1.C=C" fmax_ev_per_a=0.33 e_homo_ev=-9.228 de_lowest_kj_mol=380.8
C -0.238 2.316 0.070
C -0.811 1.153 -0.091
C -1.262 -0.049 -0.226
C -1.533 -1.208 -1.094
C -1.800 -1.268 0.402
H 0.834 2.339 0.264
H -0.768 3.262 0.023
H -2.380 -1.156 -1.774
H -0.682 -1.772 -1.473
H -1.125 -1.871 1.008
H -2.830 -1.256 0.750
C 2.478 0.454 0.467
C 1.739 -0.628 0.249
H 2.952 0.992 -0.350
H 2.607 0.863 1.466
H 1.581 -1.020 -0.753
H 1.239 -1.151 1.061

***

73
Properties=species:S:1:pos:R:3 method="wB97M-V/def2-TZVPD" fmax_ev_per_a=7.45 e_homo_ev=-10.005 charge=+1
C -2.155 2.098 7.631
C -1.772 2.018 6.373
C -1.019 2.189 5.011
C 0.451 1.594 4.810
N 1.310 1.698 3.622
C 0.569 2.478 2.601
C 1.338 2.762 1.242
N 2.727 2.252 1.085
C 2.747 0.993 0.261
C 2.284 -0.257 1.171
C 2.180 -1.598 0.276
C 2.936 -2.821 0.998
C 0.738 3.549 0.046
C -0.761 4.093 0.171
P -1.402 5.032 -1.330
O -0.654 4.434 -2.553
O -0.912 6.687 -1.288
O -3.058 4.828 -1.641
C -1.578 3.851 1.505
P -3.334 4.552 1.542
O -3.943 4.626 2.957
O -3.372 6.176 0.945
O -4.442 3.591 0.623
C -0.905 3.067 2.709
N -1.716 2.916 3.934
H -2.670 2.169 8.664
H 0.897 1.016 5.710
H 3.276 2.946 0.535
H 2.011 1.122 -0.608
H 3.796 0.770 -0.162
H 1.248 0.016 1.626
H 3.019 -0.392 2.047
H 1.046 -1.854 0.217
H 2.601 -1.398 -0.783
H 3.886 -2.499 1.576
H 3.253 -3.581 0.188
H 2.200 -3.338 1.710
H 1.347 3.749 -0.899
H -1.272 7.116 -0.461
H -3.516 5.714 -1.613
H -4.018 6.644 1.542
H -3.892 3.082 -0.034
C 1.726 -1.402 -4.918
S 2.074 -3.017 -4.195
O 2.879 -2.799 -2.909
C 3.235 -3.526 -5.504
H 1.036 -0.870 -4.261
H 2.649 -0.828 -5.015
H 1.262 -1.537 -5.896
H 4.061 -2.813 -5.566
H 2.704 -3.573 -6.457
H 3.627 -4.503 -5.272
Be 2.895 0.607 5.064
N -1.661 -3.233 -0.871
C -2.396 -2.072 -0.915
C -3.301 -2.103 0.140
C -3.094 -3.311 0.836
C -2.069 -3.994 0.190
H -0.929 -3.483 -1.534
H -2.221 -1.332 -1.681
H -4.025 -1.336 0.374
H -3.627 -3.657 1.710
H -1.610 -4.950 0.399
Cl -1.838 -2.563 -3.330
N 0.921 -6.598 -5.136
O 0.253 -7.624 -5.290
O 2.112 -6.560 -5.508
O 0.408 -5.591 -4.606
Be 0.234 -4.000 -0.517
Cl 3.559 -4.598 -3.219
F -3.801 -5.436 0.896
Ca -1.192 0.660 2.781
F -3.342 3.954 8.254

***

19
Properties=species:S:1:pos:R:3 method="wB97M-V/def2-TZVPD" smiles="NCCOC(=[NH2+])C(N)=O" fmax_ev_per_a=3.81 e_homo_ev=-13.610 charge=+1 de_lowest_kj_mol=149.0
N 0.129 -0.582 -1.830
C -1.240 -0.210 -1.522
C -1.455 0.823 -0.410
O -1.238 0.212 0.797
C -0.049 -0.100 1.272
N -0.167 -0.916 2.295
C 1.382 0.751 1.084
N 2.335 0.236 0.283
O 1.519 1.870 1.501
H 0.158 -1.621 -1.728
H 0.560 -0.430 -2.734
H -1.913 -1.077 -1.230
H -1.797 0.327 -2.311
H -0.844 1.771 -0.605
H -2.552 1.197 -0.373
H 0.575 -1.190 2.907
H -1.054 -1.178 2.623
H 2.377 -0.650 -0.256
H 3.275 0.768 0.237